Entry from the Open Molecules 2025 dataset: a structure of composition C38H34F3MgN2OPS2 (ωB97M-V/def2-TZVPD).

Structure (XYZ):
```
82
C38H34F3MgN2OPS2 | the Open Molecules 2025 dataset | ωB97M-V/def2-TZVPD
Mg -0.445 -0.286 0.393
F -4.014 -3.018 -4.033
C -3.311 -1.909 -3.705
F -2.115 -2.039 -4.268
F -3.935 -0.876 -4.318
C -3.294 -1.711 -2.209
C -4.437 -2.094 -1.534
C -4.546 -1.923 -0.160
C -3.472 -1.352 0.481
N -2.375 -0.946 -0.155
C -2.232 -1.099 -1.502
S -0.779 -0.451 -2.171
H -5.252 -2.541 -2.088
H -5.429 -2.222 0.385
H -3.479 -1.189 1.553
C 3.663 1.010 -0.726
C 4.108 1.556 0.470
C 3.275 1.559 1.570
C 1.994 1.014 1.477
N 1.581 0.472 0.312
C 2.391 0.481 -0.752
C 1.017 0.996 2.613
C 1.371 1.570 3.838
C 0.461 1.595 4.883
C -0.803 1.045 4.699
C -1.134 0.474 3.477
C -0.250 0.418 2.389
H 4.280 0.998 -1.613
H 5.101 1.983 0.543
H 3.619 1.984 2.501
H 1.982 0.038 -1.653
H 2.347 2.011 3.997
H 0.733 2.050 5.828
H -1.526 1.073 5.508
H -2.134 0.057 3.375
C 3.195 -1.100 6.069
C 2.805 -1.558 4.689
C 3.723 -1.544 3.644
C 3.350 -1.928 2.363
C 2.052 -2.353 2.139
C 1.116 -2.380 3.165
C 1.502 -1.985 4.432
S 1.559 -2.703 0.466
C 1.564 -4.484 0.529
O 0.087 -2.349 0.333
H 4.161 -0.597 6.062
H 3.261 -1.946 6.756
H 2.453 -0.406 6.467
H 4.733 -1.194 3.824
H 4.053 -1.856 1.539
H 0.089 -2.647 2.951
H 0.769 -1.964 5.230
H 0.867 -4.800 1.305
H 2.578 -4.808 0.757
H 1.253 -4.850 -0.447
C -3.290 2.202 -0.723
P -1.502 2.529 -0.427
C -1.022 3.355 -1.990
C -0.036 4.341 -1.982
C 0.400 4.921 -3.163
C -0.140 4.520 -4.377
C -1.114 3.531 -4.400
C -1.548 2.949 -3.216
C -1.643 3.986 0.694
C -1.104 3.906 1.974
C -1.221 4.971 2.864
C -1.879 6.127 2.478
C -2.422 6.221 1.200
C -2.304 5.160 0.318
H -3.418 1.377 -1.423
H -3.799 3.086 -1.109
H -3.738 1.914 0.229
H 0.388 4.669 -1.039
H 1.162 5.690 -3.134
H 0.198 4.973 -5.300
H -1.535 3.203 -5.341
H -2.288 2.160 -3.257
H -0.597 3.001 2.286
H -0.798 4.886 3.857
H -1.970 6.957 3.168
H -2.935 7.124 0.893
H -2.718 5.248 -0.680
```

Properties
DFT total energy, eV: -89545.885
LUMO level, eV: 0.327
HOMO energy, eV: -7.34
Energy above the lowest of the compared OMol25 structures with the same formula, charge and spin, kcal/mol: 0.0
2S+1: 1
Orbital gap, eV: 7.665